(a)
C7H13NO | ωB97M-V/def2-TZVPD

```
22
Properties=species:S:1:pos:R:3
C -0.32400 1.47628 1.10500
C 1.48262 -0.97141 0.65780
C -0.80748 2.44468 0.08611
C -1.25802 1.00829 2.16463
N 0.49298 -0.49252 -0.28637
C -0.70969 -0.55496 -0.42040
C 0.46426 -2.37983 -1.89575
C 1.10945 -2.03345 -2.98459
O -1.84253 -0.53295 -0.69633
H 0.72229 1.54883 1.37715
H 0.02948 -3.34917 -1.65908
H 1.06740 -1.04238 1.66314
H 1.83290 -1.94705 0.32694
H 2.31942 -0.27556 0.66043
H -1.76824 2.14007 -0.33669
H -0.09160 2.57362 -0.72741
H -0.96505 3.43862 0.53907
H -1.50664 1.83247 2.85621
H -0.83320 0.20737 2.77409
H -2.20624 0.66316 1.74336
H 1.50183 -1.02838 -3.13303
H 1.29005 -2.72572 -3.81427
```

Its total charge is 0. As for the orbital gap (spin up / spin down): 7.424 / 9.168 eV. As for the spin multiplicity: 1.

Okay, here come the Mulliken numbers, in e, for every atom: -0.16, -0.87, -1.17, -1.02, -0.27, 0.82, -0.42, -0.49, -0.50, 0.43, 0.31, 0.29, 0.38, 0.30, 0.28, 0.32, 0.38, 0.36, 0.28, 0.27, 0.23, 0.27

***

(b)
C7H13NO | ωB97M-V/def2-TZVPD

```
22
Properties=species:S:1:pos:R:3
H 2.17131 -1.13746 0.89695
N 2.04907 -0.76500 -0.03889
C 1.51898 0.36129 -0.14078
C 1.33399 1.13496 -1.39892
O 0.80641 1.02260 0.95954
C 1.30767 0.81668 2.28046
H 0.99660 0.45498 -2.17640
H 0.58002 1.90897 -1.27967
H 2.27126 1.62394 -1.66895
H 1.04313 1.68501 2.87819
H 0.86882 -0.08680 2.71254
H 2.38926 0.67921 2.33786
C -2.43411 0.71203 0.59590
C -1.38114 -0.01323 0.26298
C -0.96291 -1.14135 -0.31825
C -1.52728 -1.75292 -1.56365
H -3.37374 0.23781 0.83883
H -2.50752 1.75940 0.34427
H -0.14431 -1.67823 0.14869
H -2.36692 -1.19066 -1.97225
H -0.76170 -1.86056 -2.33404
H -1.87687 -2.77068 -1.36438
```

The SMILES is [H]/N=C(/C)OC.C=C=CC. Its total charge is 0. As for the orbital gap: 9.700 eV. As for the spin multiplicity: 1.

Okay, here come the Mulliken numbers, in e, for every atom: 0.29, -0.67, 0.72, -1.00, -0.30, -0.91, 0.24, 0.28, 0.35, 0.24, 0.33, 0.38, -0.80, 0.26, -0.08, -1.14, 0.29, 0.24, 0.30, 0.37, 0.28, 0.32

***

Pick (b): it beats the second-best structure by 2.310 eV.

***

(a)
C61H54Cl2CoN6O3S3Si | ωB97M-V/def2-TZVPD

```
131
Properties=species:S:1:pos:R:3
Co -2.53671 -0.89950 -0.12687
Cl -7.50936 -0.78008 0.36450
C -6.31092 0.16858 1.17674
C -6.71669 1.15138 2.08587
C -5.80066 1.92909 2.74591
Cl -6.35221 3.13239 3.87893
C -4.42081 1.76051 2.51447
C -3.38693 2.49764 3.13390
C -2.08369 2.23845 2.80403
C -1.79601 1.24169 1.85994
N -2.73463 0.52908 1.28394
C -4.03209 0.76562 1.58889
C -4.96547 -0.08029 0.90052
O -4.52891 -0.97412 0.08688
H -7.77353 1.29342 2.26671
H -3.64075 3.25976 3.85825
H -1.27181 2.78624 3.26473
H -0.77453 1.01680 1.57265
C 4.10685 -0.18941 7.64831
C 3.50865 -0.32073 6.27208
C 2.15312 -0.10619 6.05220
C 1.61033 -0.21999 4.77710
C 2.44014 -0.53697 3.71649
C 3.79245 -0.77333 3.91239
C 4.31906 -0.66156 5.18653
S 1.78328 -0.70350 2.04080
O 2.59628 -1.75682 1.39928
C 2.35679 0.93627 1.46105
C 1.87758 2.05071 2.19661
C 2.13592 3.32224 1.79195
C 2.85930 3.56436 0.59952
C 3.06780 4.87540 0.11140
C 3.72187 5.08342 -1.06915
C 4.19228 3.98550 -1.81777
C 4.01992 2.70945 -1.36126
C 3.35597 2.46209 -0.13448
C 3.11035 1.12459 0.32496
C 3.70122 0.01385 -0.48082
C 5.08450 -0.28426 -0.31922
C 5.89309 0.37973 0.64081
C 7.20330 0.03470 0.81009
C 7.78238 -0.98663 0.02583
C 7.03124 -1.63996 -0.90686
C 5.66551 -1.31495 -1.10015
C 4.86553 -2.01102 -2.03473
C 3.54049 -1.72018 -2.16881
C 2.96490 -0.69942 -1.39385
S 1.16290 -0.51140 -1.52790
O 0.76089 -1.45085 -2.60372
C 1.19557 1.12813 -2.29725
C 1.53874 1.22246 -3.63493
C 1.47113 2.45311 -4.27085
C 1.05752 3.59237 -3.58265
C 0.94311 4.92211 -4.27805
C 0.72492 3.47428 -2.23563
C 0.78517 2.24871 -1.59390
H 3.33708 -0.02944 8.40202
H 4.79834 0.65482 7.68247
H 4.67028 -1.08531 7.91262
H 1.51058 0.14610 6.88841
H 0.54626 -0.08349 4.61513
H 4.40993 -1.05359 3.06551
H 5.37609 -0.84206 5.34817
H 1.32588 1.87990 3.11318
H 1.78458 4.16487 2.37670
H 2.68152 5.71164 0.68361
H 3.87678 6.09055 -1.43606
H 4.68608 4.15726 -2.76623
H 4.36399 1.87014 -1.95196
H 5.45733 1.16224 1.24942
H 7.80612 0.54345 1.55224
H 8.82245 -1.24996 0.17116
H 7.46535 -2.42889 -1.51041
H 5.31953 -2.79560 -2.62889
H 2.90071 -2.25662 -2.85923
H 1.83467 0.32960 -4.17508
H 1.73762 2.52884 -5.31915
H 1.34589 4.87412 -5.28918
H 1.47797 5.69776 -3.72615
H -0.10465 5.22505 -4.34363
H 0.40340 4.35355 -1.68647
H 0.50969 2.16353 -0.54841
C -0.63094 -4.51370 -2.74736
Si -1.65998 -3.83728 -1.32267
C -0.42839 -3.71932 0.08284
C -3.07655 -5.01277 -0.92672
N -2.37643 -2.25090 -1.55958
C -2.92939 -1.91155 -2.75929
C -3.41691 -0.49797 -2.82143
C -3.83367 0.16910 -4.15467
C -3.68351 -0.72246 -5.34464
C -3.34445 -2.01167 -5.18047
C -2.98846 -2.63233 -3.92000
H 0.04049 -5.28176 -2.34823
H -0.01704 -3.71106 -3.16300
H -1.20294 -4.96599 -3.55778
H -0.07345 -4.71876 0.35676
H -0.86061 -3.26958 0.97493
H 0.44337 -3.12630 -0.20788
H -2.71486 -6.01182 -0.65497
H -3.75295 -5.11380 -1.77878
H -3.64329 -4.60623 -0.08672
H -4.14978 -0.34647 -2.03094
H -4.84637 0.58632 -4.11876
H -3.90161 -0.31324 -6.32666
H -3.29681 -2.64211 -6.06356
H -2.69830 -3.67284 -3.93225
S -1.93643 -1.87036 2.81349
C -2.65415 -3.31650 3.23103
N -2.63958 -3.70479 4.56018
C -3.21123 -4.84296 4.99360
C -3.82091 -5.66110 4.09950
C -3.80581 -5.24614 2.75201
N -3.25380 -4.13595 2.33887
H -2.17797 -3.07494 5.19872
H -3.15053 -5.04768 6.05275
H -4.28930 -6.58302 4.40570
H -4.26810 -5.85487 1.98017
N -3.73431 3.37919 -4.55893
C -3.26032 2.61589 -3.53837
C -2.73877 1.27096 -3.91233
C -2.22909 0.45961 -2.69216
N -2.17387 1.02146 -1.35856
C -2.67332 2.19181 -1.20845
C -3.21350 3.03228 -2.24761
H -3.95781 2.92272 -5.42638
H -4.26987 4.20106 -4.33677
H -2.01368 1.35715 -4.72617
H -1.29274 -0.04899 -2.90179
H -2.69187 2.59829 -0.19647
H -3.58796 4.00990 -1.96546
```

Its total charge is 0. As for the orbital gap (spin up / spin down): 5.337 / 5.342 eV. As for the spin multiplicity: 2. Its expectation value of S² is 1.02.

Mulliken population analysis, charges in e, atoms 1 to 99: -1.36, -0.24, 0.39, -0.46, 0.62, -0.28, 0.24, -1.53, -0.72, -0.71, 1.73, 0.19, -0.44, -0.26, 0.47, 0.42, 0.59, 0.56, -1.46, 1.03, -0.87, -0.12, -0.10, -0.64, -0.95, 1.54, -0.67, 1.57, -0.75, -1.21, 1.27, -0.94, -0.66, -0.90, -0.78, 0.07, -0.60, -0.40, 1.12, -0.90, -0.94, -0.70, -0.96, 0.81, -1.31, -1.08, 0.73, 1.24, -0.67, 0.92, -0.65, -1.62, 1.06, -1.66, -0.70, 0.21, 0.34, 0.31, 0.36, 0.33, 0.51, 0.52, 0.41, 0.41, 0.38, 0.44, 0.45, 0.42, 0.47, 0.50, 0.45, 0.40, 0.46, 0.39, 0.70, 0.59, 0.36, 0.42, 0.31, 0.30, 0.30, -0.25, -1.22, 0.60, 0.04, -1.04, 1.21, 0.61, -0.66, 0.33, -1.36, -0.78, -0.71, 0.42, 0.23, 0.45, 0.57, -0.73, -0.17

***

(b)
C61H54Cl2CoN6O3S3Si | ωB97M-V/def2-TZVPD

```
131
Properties=species:S:1:pos:R:3
Co 0.92289 -1.03567 1.59884
Cl 3.98612 -3.09304 4.87249
C 3.34757 -3.79093 3.42083
C 3.67029 -5.11599 3.09176
C 3.21398 -5.68933 1.93885
Cl 3.68115 -7.32459 1.53894
C 2.39002 -4.95690 1.05549
C 1.91366 -5.42040 -0.18995
C 1.19907 -4.57402 -0.98473
C 0.88609 -3.28406 -0.52024
N 1.23533 -2.84483 0.66370
C 2.03903 -3.64536 1.42710
C 2.54765 -3.00568 2.59892
O 2.26449 -1.76973 2.79675
H 4.30647 -5.68276 3.75901
H 2.14597 -6.42766 -0.50867
H 0.86517 -4.87272 -1.96958
H 0.34916 -2.59990 -1.15139
C -7.81006 -0.80961 -0.76636
C -6.48985 -0.89587 -0.09194
C -5.93386 -2.14478 0.24095
C -4.71267 -2.21371 0.84144
C -3.93047 -1.04043 1.14946
C -4.56150 0.21049 0.79779
C -5.78939 0.28037 0.21096
S -0.97655 -0.13221 0.46359
O -1.25420 1.28072 0.93593
C -1.04835 -0.15950 -1.30582
C -1.43726 -1.40436 -1.89240
C -1.53654 -1.56489 -3.23475
C -1.25288 -0.47140 -4.10367
C -1.25982 -0.62032 -5.51042
C -0.99175 0.44264 -6.32435
C -0.70992 1.70410 -5.75617
C -0.71428 1.87610 -4.40152
C -0.98462 0.79047 -3.52824
C -0.91885 0.93787 -2.09591
C -0.78642 2.31435 -1.53780
C -1.93241 3.16620 -1.50817
C -3.22462 2.72243 -1.90244
C -4.29205 3.57436 -1.89729
C -4.13865 4.91852 -1.48239
C -2.91941 5.36024 -1.06485
C -1.78988 4.49971 -1.06245
C -0.52007 4.95790 -0.62960
C 0.56211 4.13195 -0.65345
C 0.42128 2.81239 -1.13192
S 1.93060 1.79084 -1.04744
O 3.03609 2.74092 -0.70995
C 2.17368 1.35573 -2.76120
C 2.67062 2.29688 -3.64870
C 2.92015 1.92124 -4.95850
C 2.68167 0.61748 -5.39148
C 2.94237 0.21352 -6.81820
C 2.20226 -0.31478 -4.47438
C 1.95859 0.04425 -3.15768
H -8.24902 -1.79065 -0.93031
H -7.70283 -0.30926 -1.73080
H -8.50048 -0.20900 -0.17117
H -6.49067 -3.04680 0.02321
H -4.29181 -3.18022 1.10329
H -3.99897 1.11585 1.01969
H -6.23005 1.24011 -0.02415
H -1.72596 -2.21882 -1.23638
H -1.85412 -2.51305 -3.65600
H -1.47123 -1.59802 -5.92926
H -0.99083 0.32089 -7.40007
H -0.48076 2.54367 -6.40076
H -0.48316 2.84703 -3.98280
H -3.35936 1.69190 -2.21101
H -5.26634 3.22106 -2.21649
H -4.98793 5.59010 -1.49796
H -2.78953 6.38348 -0.73186
H -0.42281 5.97908 -0.27980
H 1.54105 4.45445 -0.32361
H 2.86577 3.30624 -3.30382
H 3.30241 2.65324 -5.66135
H 3.43367 1.01120 -7.37416
H 2.00576 -0.02706 -7.32754
H 3.57388 -0.67447 -6.86443
H 2.02861 -1.33863 -4.78833
H 1.60966 -0.69454 -2.44031
C -2.92822 -3.25721 4.54606
Si -2.10849 -2.29719 3.16227
C -3.39951 -1.00009 2.60426
C -1.67096 -3.60322 1.90217
N -0.68609 -1.35355 3.45270
C -0.41060 -0.71784 4.55960
C 0.82552 0.10871 4.67567
C 1.10899 0.68589 6.00587
C 0.27922 0.58639 7.04787
C -0.99279 -0.07814 6.86011
C -1.32989 -0.66969 5.70231
H -3.59819 -3.99446 4.08710
H -3.53318 -2.64109 5.21283
H -2.20165 -3.80154 5.15403
H -4.24913 -1.01972 3.29501
H -2.94768 -1.06363 0.55446
H -2.91543 -0.02521 2.70998
H -2.33564 -4.46966 1.99040
H -0.65230 -3.94164 2.10052
H -1.70278 -3.25750 0.86373
H 1.67878 -0.51383 4.39259
H 2.04896 1.21751 6.09900
H 0.52849 1.00656 8.01401
H -1.70461 -0.08359 7.67932
H -2.30674 -1.11936 5.60434
S 3.77926 -1.55326 -0.82234
C 4.87312 -0.38627 -1.26744
N 4.57225 0.92865 -0.95906
C 5.33464 1.98359 -1.28019
C 6.50381 1.77395 -1.93384
C 6.80532 0.42562 -2.22891
N 6.05535 -0.60233 -1.92983
H 3.68234 1.07600 -0.49525
H 4.95720 2.95540 -0.98934
H 7.15614 2.58748 -2.20829
H 7.72955 0.19305 -2.75225
N 3.27315 4.10965 3.79693
C 2.63828 2.91849 3.40065
C 3.35474 2.04920 2.50163
C 2.66357 1.00048 1.98707
N 1.40043 0.65799 2.29688
C 0.79238 1.25212 3.46278
C 1.41542 2.56378 3.83782
H 3.88018 4.49400 3.08984
H 2.64231 4.80816 4.15780
H 4.36148 2.27531 2.17127
H 3.13369 0.37062 1.23320
H -0.26792 1.39697 3.25325
H 0.85507 3.21044 4.50876
```

Its total charge is 0. As for the orbital gap (spin up / spin down): 3.340 / 3.259 eV. As for the spin multiplicity: 2. Its expectation value of S² is 0.77.

Mulliken population analysis, charges in e, atoms 1 to 99: -0.52, -0.27, 0.67, -0.48, 0.58, -0.29, 0.26, -1.40, -1.54, 0.16, 1.81, -0.80, -0.38, 0.48, 0.48, 0.41, 0.59, 0.08, -1.53, 1.12, -1.14, -0.47, 3.49, -0.71, -1.02, 1.02, -0.32, 1.55, -0.45, -1.39, 1.19, -0.66, -0.81, -0.87, -0.84, 0.47, -1.64, -0.99, 1.48, -0.96, -0.90, -0.77, -1.01, 0.72, -1.24, -1.01, 1.06, 1.78, -0.33, 1.12, -1.02, -1.22, 1.09, -1.57, -0.93, -0.11, 0.37, 0.34, 0.37, 0.36, 0.30, 0.40, 0.44, -0.05, 0.46, 0.46, 0.45, 0.44, 0.52, 0.57, 0.49, 0.41, 0.46, 0.37, 0.61, 0.43, 0.34, 0.38, 0.26, 0.36, 0.49, 0.04, -1.43, -0.65, -1.27, -0.37, 0.45, 0.49, 1.44, -0.77, -0.92, -0.77, -1.05, 0.37, 0.52, 0.37, 0.89, -1.72, 0.57

***

Pick (a): it beats the second-best structure by 2.505 eV.